No. 1
Molecular formula: C24H48Al2Cl3F4LiMgN2O13
Method: DFT, ωB97M-V with the def2-TZVPD basis set

Summary:
HOMO-LUMO gap = 1.4 eV
strongest force on any atom = 7.33 eV/Å
total charge = +2

XYZ file:
```
98
Properties=species:S:1:pos:R:3:mulliken_charge:R:1
C -6.23580 -2.49485 2.55929 -0.58
C -5.93072 -2.80345 1.30969 -0.19
C -5.43261 -3.23007 -0.17302 0.11
Al -3.34546 -3.24576 -0.19303 -0.62
C -2.85324 -5.25832 -0.40601 -0.39
C -3.62313 -5.74717 -1.76165 -0.40
C -3.09550 -7.21076 -2.22145 -0.74
C -2.77175 -2.17810 -1.84485 -0.26
O -1.83902 -2.86189 -2.74815 -0.37
C -0.49024 -2.73049 -2.34561 0.84
F 0.31052 -3.24889 -3.45264 -0.28
F -0.12218 -3.53968 -1.20616 -0.21
F -0.04233 -1.39052 -2.13441 -0.24
O -2.81754 -2.51908 1.44811 -0.40
C -1.73481 -1.59102 1.33259 0.31
C -2.20075 -0.04304 1.05795 0.55
C -3.82076 0.08984 1.02038 -0.47
O -1.66134 0.91173 2.01678 -0.29
H -6.13106 -2.13345 3.65174 0.32
H -5.80027 -2.37545 -0.87380 -0.05
H -5.87132 -4.24561 -0.50457 0.40
H -1.72537 -5.42963 -0.55596 0.33
H -3.20406 -5.90192 0.48443 0.23
H -3.45492 -4.97010 -2.60626 0.24
H -4.76540 -5.83071 -1.54721 0.19
H -2.36151 -7.61171 -1.41550 0.18
H -3.97232 -7.95135 -2.33246 0.21
H -2.52026 -7.17256 -3.22418 0.37
H -2.43076 -1.14214 -1.48410 0.29
H -3.73832 -1.98782 -2.47198 0.31
H -1.17764 -1.60434 2.40657 0.06
H -0.92608 -1.86702 0.56437 0.24
H -1.71582 0.25387 0.03548 0.09
H -4.05371 1.20877 0.91232 0.51
H -4.22869 -0.30368 2.02137 0.32
H -4.28245 -0.53680 0.15283 -0.34
H -2.48465 1.33723 2.40969 0.23
Al -3.91035 -8.13831 -0.09500 0.64
C -3.92111 3.06128 4.36280 0.52
O -3.76785 2.05667 3.67420 -0.66
N -4.90076 3.16344 5.28833 -0.43
N -3.12867 4.15156 4.25875 -0.26
H -5.04545 3.97466 5.86258 0.16
H -5.51474 2.37111 5.39726 0.24
H -2.38200 4.12017 3.57630 0.24
H -3.24342 4.97938 4.81613 0.18
Cl 0.20222 -0.52758 2.80020 -0.56
C 2.56309 -2.10325 -2.57341 -0.96
O 3.96696 -2.17844 -2.76219 -0.34
C 4.34354 -3.31161 -3.52852 -0.05
C 5.72526 -3.11024 -4.14208 -0.55
O 5.69341 -2.31170 -5.32652 -0.37
C 5.49091 -0.90758 -5.12441 -0.28
C 6.73011 -0.20246 -4.58167 -0.63
O 6.83437 -0.40175 -3.17395 -0.26
C 8.14915 -0.16987 -2.69685 -0.77
H 2.19747 -2.99116 -2.04765 0.44
H 2.34532 -1.21954 -1.97199 0.27
H 2.05793 -1.99797 -3.53634 0.32
H 3.60969 -3.49257 -4.33151 -0.31
H 4.36385 -4.17584 -2.85318 0.63
H 6.09897 -4.08885 -4.46368 0.60
H 6.44181 -2.71853 -3.41857 0.18
H 4.60996 -0.71968 -4.50809 0.10
H 5.27822 -0.50031 -6.11747 0.40
H 6.64447 0.87543 -4.75926 0.45
H 7.62200 -0.58539 -5.08872 0.36
H 8.84937 -0.87741 -3.15248 0.33
H 8.15339 -0.32621 -1.61641 0.23
H 8.46000 0.85749 -2.90833 0.32
O -1.32780 3.75673 1.99323 -0.49
C -0.73871 4.84477 1.56836 -0.29
C 0.88482 4.65505 1.68216 0.03
O 1.47307 5.74817 1.26975 -0.40
H -0.96486 5.78099 2.10547 0.27
H -0.92668 5.14169 0.52333 0.34
H 1.11124 3.72608 1.13245 0.27
H 1.07393 4.34346 2.72282 0.16
Li 0.84311 -1.90750 4.78440 0.91
Mg 3.44168 -4.72364 -5.78373 0.51
C -6.66327 1.72344 -1.26608 -0.35
Cl -6.38504 0.08153 -1.86225 -0.10
Cl -6.75626 1.75638 0.49868 -0.12
H -5.84100 2.36142 -1.58952 0.25
H -7.60180 2.09472 -1.67723 0.35
C 3.68630 7.03445 3.30089 -0.30
C 4.75356 7.82676 3.98260 0.34
O 4.04997 8.51297 4.99757 -0.29
C 2.99697 7.70801 5.31399 0.61
O 2.33489 7.82309 6.30819 -0.53
O 2.79138 6.74894 4.36473 -0.27
F 5.29264 8.73934 3.14105 -0.29
H 3.16206 7.60658 2.52995 0.25
H 4.07059 6.11567 2.85481 0.19
H 5.54712 7.22079 4.43041 0.28
O 3.90852 3.71139 2.99622 -0.57
H 3.24560 3.43668 3.64332 0.31
H 4.47211 2.93307 2.89560 0.27
```


No. 2
Molecular formula: C3H7NO2
Method: DFT, ωB97M-V with the def2-TZVPD basis set

Summary:
HOMO-LUMO gap = 10.4 eV
energy above the lowest of the compared OMol25 structures with the same formula, charge and spin = 19.2 kcal/mol
strongest force on any atom = 0.55 eV/Å
SMILES = NC(=O)CCO
total charge = 0

XYZ file:
```
13
Properties=species:S:1:pos:R:3:mulliken_charge:R:1
N -1.21820 -1.04302 -0.85160 -0.43
C -0.66209 0.18379 -1.16283 0.48
O -0.66325 0.64722 -2.28491 -0.58
C -0.09809 0.94860 0.02781 -0.57
C 1.08214 0.27482 0.70435 -0.34
O 0.64299 -0.95890 1.25777 -0.53
H -0.96579 -1.42965 0.04318 0.23
H -2.16812 -1.19733 -1.13674 0.23
H -0.90586 1.06118 0.76358 0.30
H 0.19148 1.94232 -0.32212 0.28
H 1.88081 0.11708 -0.03365 0.34
H 1.46710 0.93321 1.49530 0.29
H 1.41688 -1.47932 1.49987 0.30
```


No. 3
Molecular formula: C20H64O16P
Method: DFT, ωB97M-V with the def2-TZVPD basis set

Summary:
HOMO-LUMO gap = 5.8 eV
energy above the lowest of the compared OMol25 structures with the same formula, charge and spin = 0.0 kcal/mol
strongest force on any atom = 12.61 eV/Å
total charge = -3

XYZ file:
```
101
Properties=species:S:1:pos:R:3:mulliken_charge:R:1
P 0.72431 -0.31013 -0.16947 -1.17
O 2.05578 0.15113 0.42989 0.85
O -0.54581 0.48995 0.38319 0.78
O 0.49108 -1.75326 0.10630 -0.56
O 0.80144 -0.12279 -1.67117 1.25
C 3.95586 2.43686 -4.28047 -1.32
C 3.26640 1.73941 -3.09171 0.87
O 2.63076 0.51646 -3.41834 -0.50
H 4.64894 3.22003 -3.76974 0.33
H 3.37685 2.87620 -5.09020 0.32
H 4.64719 1.65279 -4.74630 0.30
H 2.59434 2.52472 -2.63820 -0.28
H 4.12128 1.48067 -2.23752 0.05
H 1.90113 0.34433 -2.66630 0.17
C -0.62420 -6.16010 -0.23321 -1.67
C -0.17791 -4.74363 -0.79129 0.38
O -0.83414 -3.72149 0.00796 -0.70
H -1.61026 -6.16340 -0.20395 0.43
H -0.15781 -6.42022 0.65736 0.39
H -0.20551 -6.94875 -0.97688 0.34
H -0.50450 -4.66145 -1.79327 0.08
H 0.92789 -4.65601 -0.77701 0.13
H -0.26152 -2.94594 0.04451 0.71
C -0.50684 -1.80588 4.57987 -1.62
C -0.50569 -1.31355 3.14059 0.95
O -1.14165 -0.11805 2.81464 -0.61
H -1.28082 -2.12115 5.14408 0.53
H 0.04014 -1.01762 5.19106 0.25
H 0.05369 -2.81857 4.55086 0.31
H -0.60006 -2.20592 2.55396 -0.12
H 0.51960 -1.30115 2.88699 -0.12
H -0.85535 -0.02188 1.87357 -0.05
C 2.11170 4.68245 -0.57754 -1.88
C 1.57951 3.32319 -0.19149 1.39
O 2.71572 2.48761 0.18443 -0.58
H 1.31066 5.30319 -1.21225 0.26
H 2.76544 4.59308 -1.43233 0.36
H 2.54216 5.15349 0.26063 0.50
H 1.10914 2.78161 -1.07828 -0.08
H 1.05161 3.57090 0.75966 -0.31
H 2.50914 1.53632 0.17967 0.23
C -0.31281 -3.61274 -4.47464 -1.93
C -0.25746 -2.42998 -3.48752 0.61
O 1.05903 -2.31207 -2.93220 -0.64
H 0.04745 -4.53513 -4.07695 0.42
H 0.43575 -3.46432 -5.08339 0.63
H -1.31923 -3.47106 -5.02908 0.24
H -0.54444 -1.47385 -3.97905 0.30
H -1.02222 -2.43888 -2.71434 -0.18
H 0.89106 -1.47414 -2.23141 -0.22
C -2.51790 4.41007 1.91346 -2.02
C -1.76993 3.01674 1.80736 -0.18
O -1.65539 2.77140 0.36045 -0.79
H -3.56706 4.53696 1.65606 0.31
H -1.84706 5.13946 1.33277 0.37
H -2.57187 4.87253 2.85663 0.41
H -2.33933 2.26895 2.31047 1.62
H -0.88871 3.20001 2.11459 0.65
H -0.91318 2.00999 0.26477 -0.04
C -4.85364 2.86078 3.19896 -2.14
C -3.42443 2.48519 2.65830 -0.65
O -3.60151 1.98683 1.31471 -0.50
H -5.54450 2.27959 2.84487 0.57
H -5.09787 3.77844 2.73309 0.41
H -4.91732 2.93442 4.26296 0.36
H -3.06666 1.58855 3.11388 0.34
H -2.58143 3.42326 2.58494 0.39
H -2.66377 1.90285 0.84070 0.24
C -4.34895 -1.56209 -1.06739 -1.88
C -2.98643 -1.34493 -0.33105 0.67
O -2.94728 -0.02380 0.00959 -0.72
H -4.46646 -2.56871 -1.33534 0.47
H -4.47408 -0.88001 -1.93302 0.33
H -5.04606 -1.39380 -0.31193 0.43
H -2.13937 -1.53366 -1.17398 -0.36
H -2.90777 -2.19101 0.31149 0.24
H -1.99368 0.33629 0.19738 -0.04
C 1.92356 1.67963 3.04749 -0.35
O 2.81480 0.61213 2.83960 -0.61
H 1.28133 1.58122 3.72496 0.88
H 1.15886 1.75068 2.39757 -0.61
H 2.52693 2.65948 3.16752 0.18
H 2.46593 0.33109 2.03155 -0.38
C 3.81952 -1.93033 -1.21194 -0.56
O 4.14792 -0.95179 -0.35335 -0.66
H 3.33501 -1.61185 -2.06953 0.10
H 3.17200 -2.53571 -0.58983 0.10
H 4.74367 -2.38967 -1.35200 0.49
H 3.40402 -0.23850 -0.30311 0.26
C 2.71347 -2.89173 2.45166 0.05
O 1.65494 -3.38884 1.67949 -0.53
H 2.53564 -1.79833 2.28841 -0.11
H 3.80682 -3.21812 2.11989 0.17
H 2.58147 -3.13882 3.58191 0.18
H 1.27345 -2.55299 1.08104 0.01
C -1.57966 1.67183 -2.58867 0.58
O -0.39471 1.27423 -3.40261 -0.68
H -1.92821 1.10207 -1.84518 -0.40
H -1.46171 2.73362 -2.10077 0.00
H -2.47353 2.01470 -3.19518 0.40
H -0.00670 0.61040 -2.62739 0.19
```